Entry 1
C14H16 | ωB97M-V/def2-TZVPD

Last column: Löwdin spin population.
Positions of all 30 atoms, in Å:
C -0.220 2.051 3.547  0.07
C -0.730 3.183 -0.523  0.09
C -1.654 3.650 0.432  0.04
C 0.494 2.602 -0.093  0.09
C -1.391 3.384 1.799  0.05
C 0.758 2.248 1.241  0.08
C -0.233 2.567 2.118  0.03
H -0.781 3.324 -1.518  0.03
H -2.604 4.219 0.144  0.01
H 1.309 2.374 -0.808  0.05
H -2.011 3.665 2.541  0.01
H 1.685 1.795 1.449  0.05
H -1.072 2.411 4.109  0.01
H 0.655 2.363 4.250  0.02
H -0.367 0.974 3.721  0.02
C 1.042 -2.301 -3.571  0.06
C -0.090 -3.805 -1.970  0.02
C 0.694 -2.619 -2.109  0.01
C -0.498 -4.031 -0.664  0.02
C -0.178 -3.208 0.415  0.04
C 0.925 -1.685 -1.049  0.05
C 0.549 -2.083 0.279  0.05
H -0.405 -4.422 -2.819  0.01
H -0.958 -5.033 -0.579  0.01
H 1.099 -2.976 -4.305  0.01
H 2.042 -1.626 -3.411  0.02
H -0.700 -3.454 1.508  0.02
H 1.417 -0.770 -1.331  0.02
H 0.712 -1.344 1.231  0.02
H 0.509 -1.452 -4.032  0.02

LUMO (spin up / spin down) ... 3.423 / 3.319 eV
Total charge ... -1
Gap between HOMO and LUMO (spin up / spin down) ... 2.21 / 8.85 eV
Multiplicity ... 2
M ... 184.28 g mol⁻¹

Entry 2
C14H16 | ωB97M-V/def2-TZVPD

Last column: Löwdin spin population.
Positions of all 30 atoms, in Å:
C -3.087 0.506 0.489  0.00
C -0.193 -0.816 2.535  0.01
C -1.109 0.064 1.966  0.00
C -0.015 -2.106 2.063  0.00
C -1.955 -0.346 0.957  0.01
C -0.822 -2.455 0.962  0.00
C -1.822 -1.662 0.457  0.00
H 0.398 -0.436 3.363  0.00
H -1.060 1.093 2.299  0.00
H 0.759 -2.778 2.396  0.00
H -0.638 -3.442 0.550  0.00
H -3.100 1.577 0.675  0.00
H -3.998 0.002 0.843  0.00
H -2.476 -2.021 -0.325  0.00
H -3.265 0.493 -0.599  0.00
C -0.388 1.353 -2.250  0.03
C 2.935 1.633 -0.457  0.07
C 3.164 0.304 -0.083  0.13
C 1.847 2.004 -1.240  0.21
C 0.935 0.963 -1.667  0.12
C 2.436 -0.719 -0.735  0.25
C 1.245 -0.343 -1.425  0.05
H 3.574 2.438 -0.088  0.00
H 3.894 0.115 0.698  0.01
H 1.755 2.939 -1.794  0.04
H 2.572 -1.773 -0.529  0.03
H -0.249 1.813 -3.253  0.01
H -0.814 2.214 -1.721  0.01
H 0.521 -1.122 -1.671  0.00
H -1.045 0.505 -2.415  0.00

LUMO (spin up / spin down) ... 3.349 / 3.288 eV
Total charge ... -1
Gap between HOMO and LUMO (spin up / spin down) ... 2.47 / 6.56 eV
Multiplicity ... 2
M ... 184.28 g mol⁻¹

Entry 3
C14H16 | ωB97M-V/def2-TZVPD

Last column: Löwdin spin population.
Positions of all 30 atoms, in Å:
C 2.001 -1.477 0.710  0.02
C 0.376 -1.633 -2.653  0.03
C -0.746 -2.402 -2.340  0.08
C 1.325 -1.355 -1.697  0.03
C 1.228 -2.022 -0.449  0.09
C -0.790 -3.161 -1.158  0.04
C 0.247 -3.000 -0.234  0.04
H 0.517 -1.219 -3.651  0.00
H -1.626 -2.290 -2.967  0.01
H 2.138 -0.683 -1.946  0.01
H -1.628 -3.826 -0.992  0.01
H 2.634 -2.204 1.254  0.00
H 1.390 -0.984 1.463  0.01
H 0.155 -3.470 0.737  0.01
H 2.790 -0.767 0.432  0.00
C -1.251 0.016 1.627  0.01
C 0.775 3.227 0.901  0.11
C 0.421 1.963 1.442  0.13
C -0.145 3.911 0.104  0.05
C -0.855 1.382 1.160  0.03
C -1.369 3.310 -0.186  0.15
C -1.780 2.159 0.513  0.09
H 1.769 3.617 1.075  0.01
H 1.160 1.402 2.001  0.02
H 0.137 4.912 -0.207  0.00
H -2.082 3.830 -0.817  0.02
H -0.370 -0.429 2.102  0.00
H -1.667 -0.731 0.956  0.00
H -2.806 1.836 0.357  0.01
H -1.949 0.089 2.463  0.00

LUMO (spin up / spin down) ... 3.651 / 3.642 eV
Total charge ... -1
Gap between HOMO and LUMO (spin up / spin down) ... 2.36 / 8.22 eV
Multiplicity ... 2
M ... 184.28 g mol⁻¹

Verdict on stability: entry 1 comes out at the bottom.

Entry 1
C6H10N | ωB97M-V/def2-TZVPD

Last column: natural (NBO) charge in e.
Positions of all 17 atoms, in Å:
C 2.554 0.957 0.039  -0.27
C 1.391 0.229 0.083  -0.05
C 1.451 -1.251 0.217  -0.63
C 0.069 0.876 -0.133  -0.12
C -1.196 0.491 0.039  0.11
C -2.587 0.606 -0.023  -0.25
N -1.992 -0.685 -0.207  -0.52
H 2.698 1.984 -0.043  0.21
H 3.505 0.483 0.089  0.21
H 0.895 -1.688 1.124  0.22
H 2.435 -1.483 0.195  0.23
H 0.939 -1.829 -0.628  0.21
H 0.246 1.846 0.184  0.25
H -3.366 0.815 0.722  0.27
H -2.828 1.094 -0.999  0.25
H -2.040 -1.311 0.501  0.43
H -2.174 -1.132 -1.160  0.45

LUMO ... -4.224 eV
Total charge ... +1
Gap between HOMO and LUMO ... 8.89 eV
M ... 96.15 g mol⁻¹

Entry 2
C6H10N | ωB97M-V/def2-TZVPD

Last column: natural (NBO) charge in e.
Positions of all 17 atoms, in Å:
C 2.152 -0.405 -0.008  0.14
C 0.931 -1.424 0.006  -0.62
C 0.234 0.830 0.283  -0.26
C -0.280 -0.527 0.087  0.58
C -0.383 1.903 -0.493  -0.64
C -1.663 -0.945 0.269  -0.76
N 1.823 0.798 0.134  -0.31
H 3.067 -0.800 -0.082  0.21
H 0.912 -2.153 -0.792  0.30
H 0.966 -2.054 0.895  0.31
H 0.037 1.091 1.325  0.31
H 0.066 1.801 -1.547  0.25
H -0.122 2.921 -0.147  0.27
H -1.463 1.988 -0.250  0.24
H -2.029 -2.041 0.493  0.32
H -1.930 -0.921 -0.834  0.34
H -2.317 -0.062 0.661  0.29

LUMO ... -6.368 eV
Total charge ... +1
Gap between HOMO and LUMO ... 8.38 eV
M ... 96.15 g mol⁻¹

Entry 3
C6H10N | ωB97M-V/def2-TZVPD

Last column: natural (NBO) charge in e.
Positions of all 17 atoms, in Å:
C -2.234 -0.621 -0.606  0.11
N -1.712 0.111 0.301  -0.39
C -0.487 -0.394 1.009  -0.27
C 0.935 -0.004 0.128  -0.06
C 0.773 1.459 -0.226  -0.63
C 1.514 -0.973 -0.825  -0.17
C 2.301 -0.728 0.202  -0.11
H -1.705 -1.548 -0.593  0.23
H -2.997 -0.207 -1.207  0.24
H -1.966 1.177 0.346  0.46
H -0.518 -1.515 1.088  0.23
H -0.426 0.053 1.954  0.23
H -0.214 1.721 -0.620  0.18
H 1.509 1.882 -0.892  0.25
H 0.743 1.928 0.848  0.21
H 1.384 -1.472 -1.728  0.23
H 3.099 -0.869 0.822  0.24

LUMO ... -5.084 eV
Total charge ... +1
Gap between HOMO and LUMO ... 8.49 eV
M ... 96.15 g mol⁻¹

Entry 4
C6H10N | ωB97M-V/def2-TZVPD

Last column: natural (NBO) charge in e.
Positions of all 17 atoms, in Å:
C -0.159 -2.912 -0.370  0.09
C -0.100 -1.723 -0.342  -0.18
C -0.852 1.863 -0.430  -0.07
C -0.998 0.509 -0.063  -0.09
C -2.280 -0.156 0.346  -0.67
C 0.122 -0.362 -0.392  0.11
N 3.106 0.556 0.632  -1.10
H -0.555 -3.886 -0.652  0.28
H -0.126 2.357 -1.024  0.22
H -1.684 2.520 -0.507  0.22
H -2.693 0.488 1.181  0.26
H -3.064 -0.226 -0.499  0.27
H -1.989 -1.137 0.784  0.24
H 1.084 0.138 -0.583  0.29
H 3.147 1.462 1.083  0.38
H 3.340 0.616 -0.305  0.36
H 3.701 -0.106 1.141  0.39

LUMO ... -7.049 eV
Total charge ... +1
Gap between HOMO and LUMO ... 6.56 eV
M ... 96.15 g mol⁻¹

Verdict on stability: entry 4 comes out at the bottom.

Entry 1
C6H10N | ωB97M-V/def2-TZVPD

Last column: natural (NBO) charge in e.
Positions of all 17 atoms, in Å:
C -0.961 -0.870 0.686  0.02
C 0.110 -0.190 0.348  -0.06
C 1.488 -0.240 -0.501  -0.13
C 0.541 0.857 -0.399  0.08
C 2.898 -0.118 0.040  -0.67
C -2.312 -0.327 0.164  -0.28
N -2.218 0.830 -0.639  -0.84
H 1.300 -1.019 -1.233  0.27
H 0.631 1.920 -0.318  0.26
H 2.817 0.277 1.092  0.24
H 3.616 0.583 -0.478  0.27
H 3.367 -1.131 -0.027  0.25
H -2.961 -1.204 -0.232  0.26
H -0.905 -1.568 1.441  0.24
H -2.872 -0.032 1.103  0.26
H -2.273 1.747 -0.277  0.39
H -2.446 0.990 -1.673  0.42

LUMO ... -5.903 eV
Total charge ... +1
Gap between HOMO and LUMO ... 7.96 eV
M ... 96.15 g mol⁻¹

Entry 2
C6H10N | ωB97M-V/def2-TZVPD

Last column: natural (NBO) charge in e.
Positions of all 17 atoms, in Å:
C -1.486 -0.906 0.864  -0.67
C -0.038 -1.029 0.526  0.00
C 0.987 0.118 0.260  -0.02
C 0.843 1.576 0.373  -0.65
N 0.543 -0.566 -0.972  -0.29
C -0.029 -0.102 -2.290  0.04
C 0.831 -1.135 -2.209  0.07
H -2.084 -0.069 0.297  0.23
H -1.641 -0.852 1.953  0.27
H -2.024 -1.742 0.491  0.24
H 0.309 -1.987 0.910  0.24
H 1.996 -0.220 0.549  0.24
H -0.047 2.038 0.134  0.23
H 1.672 2.132 -0.017  0.25
H 0.985 1.666 1.428  0.25
H -0.903 0.422 -2.484  0.27
H 1.538 -1.893 -2.596  0.29

LUMO ... -4.140 eV
Total charge ... +1
Gap between HOMO and LUMO ... 10.05 eV
M ... 96.15 g mol⁻¹

Entry 3
C6H10N | ωB97M-V/def2-TZVPD

Last column: natural (NBO) charge in e.
Positions of all 17 atoms, in Å:
C 2.316 -0.888 0.424  -0.13
C 1.944 -0.568 -0.801  -0.14
C -0.889 1.350 0.623  -0.21
C 1.863 0.467 0.189  -0.02
C -0.930 0.299 -0.416  -0.03
C -1.868 -0.745 -0.510  -0.67
N 0.067 0.277 0.729  -0.46
H 2.628 -1.707 1.187  0.29
H 1.865 -0.838 -1.893  0.29
H -0.506 2.235 0.298  0.22
H -1.663 1.484 1.273  0.23
H 2.152 1.486 0.557  0.28
H -0.408 0.579 -1.287  0.21
H -2.110 -0.889 -1.581  0.26
H -2.845 -0.464 -0.154  0.25
H -1.569 -1.589 0.056  0.23
H -0.048 -0.489 1.306  0.40

LUMO ... -3.227 eV
Total charge ... +1
Gap between HOMO and LUMO ... 11.43 eV
M ... 96.15 g mol⁻¹

Entry 4
C6H10N | ωB97M-V/def2-TZVPD

Last column: natural (NBO) charge in e.
Positions of all 17 atoms, in Å:
C -1.453 0.601 -1.125  -0.68
C -0.215 0.511 -0.361  0.10
C 1.105 1.092 -0.854  -0.41
C 1.032 -0.329 -0.729  0.02
C 1.332 -1.358 0.124  -0.19
C 0.178 -1.320 1.193  -0.23
N -0.387 0.122 1.199  -0.55
H -2.127 1.332 -0.593  0.24
H -1.871 -0.374 -1.371  0.25
H -1.384 1.109 -2.074  0.27
H 1.980 1.534 -0.366  0.27
H 0.890 1.456 -1.807  0.25
H 2.172 -2.099 0.206  0.27
H -0.750 -1.930 1.169  0.24
H 0.632 -1.409 2.192  0.23
H -1.379 0.335 1.353  0.45
H 0.243 0.726 1.843  0.45

LUMO ... -3.837 eV
Total charge ... +1
Gap between HOMO and LUMO ... 9.51 eV
M ... 96.15 g mol⁻¹

Verdict on stability: entry 2 comes out at the bottom.

Entry 1
C6H10N | ωB97M-V/def2-TZVPD

Last column: natural (NBO) charge in e.
Positions of all 17 atoms, in Å:
C 1.728 -0.997 -0.016  -0.44
C 0.487 -1.439 -0.544  0.24
C 2.195 0.238 0.135  0.31
C 2.727 1.334 0.553  -0.44
C -0.781 -0.766 -0.565  -0.36
C -2.513 0.713 0.237  -0.41
N -1.120 0.251 0.339  -0.60
H 2.389 -1.752 0.326  0.28
H 0.413 -2.366 -0.999  0.23
H 2.296 1.929 1.359  0.29
H 3.374 1.794 -0.146  0.28
H -0.989 -0.492 -1.585  0.30
H -1.611 -1.539 -0.511  0.28
H -2.317 1.802 0.355  0.23
H -2.942 0.261 -0.676  0.20
H -3.011 0.281 1.074  0.21
H -0.324 0.748 0.665  0.39

LUMO (spin up / spin down) ... -6.568 / -6.567 eV
Total charge ... +1
Gap between HOMO and LUMO (spin up / spin down) ... 6.26 / 6.26 eV
M ... 96.15 g mol⁻¹

Entry 2
C6H10N | ωB97M-V/def2-TZVPD

Last column: natural (NBO) charge in e.
Positions of all 17 atoms, in Å:
C -0.570 -0.759 1.273  -0.29
C 0.030 0.318 0.961  0.39
C 2.137 0.992 0.491  -0.02
C -0.480 -1.993 0.206  -0.16
C 0.797 1.238 0.289  -0.19
C 0.307 2.184 -0.771  -0.63
N -1.795 -2.062 -0.374  -0.82
H -1.060 -0.888 2.219  0.30
H 2.788 1.587 -0.049  0.21
H 2.594 0.247 1.156  0.24
H 0.252 -1.575 -0.628  0.19
H -0.282 -2.986 0.494  0.25
H 0.536 1.940 -1.800  0.26
H 0.710 3.122 -0.506  0.25
H -0.799 2.195 -0.601  0.24
H -2.356 -2.883 -0.248  0.39
H -2.374 -1.338 -0.682  0.39

LUMO (spin up / spin down) ... -6.446 / -6.446 eV
Total charge ... +1
Gap between HOMO and LUMO (spin up / spin down) ... 6.73 / 6.73 eV
M ... 96.15 g mol⁻¹

Entry 3
C6H10N | ωB97M-V/def2-TZVPD

Last column: natural (NBO) charge in e.
Positions of all 17 atoms, in Å:
C 1.219 -1.452 -0.244  -0.42
N 0.690 -0.453 0.665  -0.49
C -0.203 0.558 0.157  0.09
C 0.412 1.800 -0.387  -0.64
C -1.137 -0.306 -1.034  0.03
C -1.946 -0.767 -0.042  -0.27
C -1.502 0.459 0.533  -0.17
H 0.479 -2.140 -0.579  0.25
H 1.753 -0.890 -1.081  0.24
H 1.932 -2.031 0.144  0.23
H 1.454 0.135 1.031  0.45
H 0.285 -0.988 1.388  0.45
H -0.434 2.363 -0.808  0.27
H 1.246 1.438 -0.999  0.24
H 0.805 2.464 0.341  0.24
H -2.788 -1.352 0.160  0.26
H -2.266 1.161 0.757  0.24

LUMO ... -3.435 eV
Total charge ... +1
Gap between HOMO and LUMO ... 10.01 eV
M ... 96.15 g mol⁻¹

Verdict on stability: entry 3 comes out at the bottom.